No. 1
7
Properties=species:S:1:pos:R:3 method="wB97M-V/def2-TZVPD" lumo_ev=3.480 multiplicity=1 gap_ha=0.326 charge=-1 homo_ev=-5.3948
O 0.869 -1.184 0.610
O 1.327 1.162 1.041
O -0.908 0.460 1.229
O -1.148 -1.237 -0.944
O 1.024 1.262 -0.330
F -1.527 -0.576 -2.119
S 0.168 0.031 0.373


No. 2
8
Properties=species:S:1:pos:R:3 method="wB97M-V/def2-TZVPD" lumo_ev=4.463 multiplicity=1 gap_ha=0.317 charge=-1 homo_ev=-4.1727
C 0.040 -0.073 -0.106
N 1.187 -0.922 -0.245
N -0.711 -0.581 0.861
N 0.980 -1.863 0.573
N -0.104 -1.718 1.270
P -0.448 1.269 -1.137
H 0.568 2.071 -0.822
H -1.512 1.818 -0.394


No. 3
9
Properties=species:S:1:pos:R:3 method="wB97M-V/def2-TZVPD" lumo_ev=-1.121 multiplicity=1 gap_ha=0.346 charge=0 smiles="[H]/N=C1/C=NC=N1" homo_ev=-10.5241
H -1.902 -0.493 1.720
N -0.936 -0.381 1.850
C -0.311 -0.242 0.747
C 1.176 -0.159 0.199
N 1.231 0.424 -0.895
C -0.060 0.338 -1.402
N -0.997 0.067 -0.574
H 2.177 -0.429 0.728
H -0.193 0.535 -2.391


No. 4
19
Properties=species:S:1:pos:R:3 method="wB97M-V/def2-TZVPD" lumo_ev=-3.394 multiplicity=1 gap_ha=0.412 charge=+1 smiles=OC[C@@H]1CCC[NH2+]1 homo_ev=-14.5956
O -0.663 2.255 0.156
C 0.301 1.370 -0.506
C -0.545 0.095 -0.708
C -1.166 -0.499 0.638
C 0.143 -1.101 1.334
C 1.174 -1.304 0.230
N 0.544 -0.961 -1.092
H -0.352 3.168 0.302
H 1.131 1.312 0.163
H 0.684 1.788 -1.477
H -1.294 0.147 -1.496
H -1.612 0.288 1.297
H -1.887 -1.316 0.466
H -0.003 -2.015 1.961
H 0.658 -0.371 1.985
H 1.461 -2.316 0.177
H 2.119 -0.722 0.293
H 1.152 -0.803 -1.905
H -0.009 -1.831 -1.299


No. 5
11
Properties=species:S:1:pos:R:3 method="wB97M-V/def2-TZVPD" lumo_ev=0.749 multiplicity=1 gap_ha=0.382 charge=0 smiles="NC(=O)C(O)O" homo_ev=-9.6486
N -0.931 0.985 0.646
C 0.354 0.714 0.486
O 1.391 1.059 1.174
C 0.554 -0.388 -0.702
O -0.408 -1.353 -0.439
O 1.785 -1.020 -0.755
H -1.709 0.412 0.193
H -1.168 1.560 1.336
H 0.390 0.125 -1.611
H 0.109 -2.136 -0.329
H 2.271 -0.926 0.077


No. 6
18
Properties=species:S:1:pos:R:3 method="wB97M-V/def2-TZVPD" lumo_ev=2.529 multiplicity=1 gap_ha=0.193 charge=-1 homo_ev=-2.7276
C 0.484 -1.077 -0.845
C -0.150 -0.041 0.081
C -1.626 -0.113 -0.057
C -2.142 0.387 -1.348
O -1.501 1.156 -2.189
N 0.342 -0.296 1.488
C 1.744 0.274 1.726
O 2.741 -0.286 1.052
H 0.034 -0.913 -1.809
H 0.177 -2.099 -0.508
H 1.639 -1.042 -0.815
H 0.183 0.972 -0.211
H -2.178 0.156 0.860
H -3.241 0.506 -1.337
H -1.828 -0.749 -1.325
H -0.380 0.132 2.109
H 1.589 1.363 1.502
H 1.824 0.210 2.879


No. 7
52
Properties=species:S:1:pos:R:3 method="wB97M-V/def2-TZVPD" lumo_ev=-3.657 multiplicity=1 gap_ha=0.333 charge=+1 homo_ev=-12.7056
C 0.549 -0.771 -5.294
C 0.909 0.227 -4.118
C 0.043 -0.029 -2.837
C 0.366 1.087 -1.777
C -0.922 1.583 -1.009
N 1.454 0.746 -0.842
C 1.396 0.173 0.320
C 2.835 0.097 0.927
C 3.584 -0.118 -0.445
C 2.861 1.068 -1.194
H 1.505 -1.026 -5.797
H -0.121 -0.312 -6.045
H 0.029 -1.673 -4.907
H 1.970 -0.011 -3.860
H 0.909 1.284 -4.452
H 0.145 -1.053 -2.428
H -1.018 0.102 -3.152
H 0.709 1.973 -2.356
H -0.626 2.109 -0.079
H -1.405 2.340 -1.661
H -1.665 0.778 -0.853
H 0.477 -0.205 0.803
H 3.123 1.147 1.180
H 3.012 -0.594 1.765
H 3.175 -1.091 -0.797
H 4.689 -0.057 -0.410
H 3.186 2.072 -0.841
H 3.150 0.908 -2.248
C -2.068 -4.365 1.088
C -0.770 -3.630 0.797
C 0.399 -4.251 1.546
O -0.904 -2.254 1.172
H -2.310 -4.317 2.154
H -2.899 -3.904 0.552
H -2.002 -5.414 0.794
H -0.570 -3.650 -0.277
H 0.239 -4.200 2.626
H 1.323 -3.708 1.334
H 0.538 -5.296 1.265
H -1.083 -2.222 2.118
C -2.996 2.254 2.719
C -1.592 2.833 2.799
C -1.367 3.559 4.115
O -1.383 3.736 1.711
H -3.746 3.048 2.777
H -3.147 1.744 1.765
H -3.178 1.544 3.527
H -0.857 2.030 2.692
H -2.063 4.396 4.221
H -0.359 3.977 4.156
H -1.500 2.887 4.965
H -2.024 4.450 1.792


No. 8
87
Properties=species:S:1:pos:R:3 method="wB97M-V/def2-TZVPD" s2=0.761 lumo_ev="4.180 / 3.733" multiplicity=2 gap_ha="0.221 / 0.229" charge=-2 homo_ev="-1.8408 / -2.5109"
Ti -0.030 -0.180 0.472
C -1.989 -0.641 -4.643
C -2.649 -0.959 -3.327
C -2.974 0.062 -2.439
C -3.564 -0.221 -1.217
C -3.815 -1.536 -0.849
C -3.495 -2.560 -1.727
C -2.928 -2.269 -2.960
H -2.722 -0.302 -5.379
H -1.484 -1.516 -5.052
H -1.248 0.150 -4.520
H -2.734 1.089 -2.693
H -3.789 0.588 -0.531
H -4.218 -1.756 0.131
H -3.653 -3.591 -1.436
H -2.657 -3.077 -3.630
S -1.089 -2.954 4.992
Sb 0.422 -2.288 3.401
S -0.921 -2.092 1.321
S 1.713 0.367 1.471
S 2.166 -3.714 2.926
C 6.639 -0.955 -3.279
C 5.942 -0.994 -1.942
C 6.379 -0.145 -0.932
C 5.753 -0.162 0.308
C 4.669 -0.987 0.518
C 4.193 -1.820 -0.499
N 3.104 -2.625 -0.190
C 2.073 -3.122 -1.006
C 1.721 -4.462 -0.834
C 0.681 -5.037 -1.542
C -0.039 -4.269 -2.451
C 0.263 -2.926 -2.581
C 1.307 -2.337 -1.869
C 1.382 -0.826 -1.939
O 2.254 -0.228 -2.507
O 0.322 -0.236 -1.419
C 4.875 -1.869 -1.725
C 4.482 -2.858 -2.789
H 7.364 -0.141 -3.302
H 5.924 -0.799 -4.089
H 7.173 -1.885 -3.492
H 7.207 0.529 -1.119
H 6.090 0.494 1.101
H 4.138 -0.977 1.460
H 2.917 -2.758 0.802
H 2.280 -5.038 -0.108
H 0.425 -6.076 -1.376
H -0.864 -4.699 -3.006
H -0.353 -2.288 -3.203
H 4.100 -3.779 -2.350
H 5.336 -3.117 -3.416
H 3.698 -2.449 -3.430
C 0.071 2.523 6.161
C -1.049 1.743 5.929
C -1.501 1.536 4.631
C -0.835 2.089 3.540
C 0.299 2.863 3.792
C 0.744 3.087 5.085
Ge -1.366 1.760 1.650
C -3.344 1.554 1.769
C -4.249 2.513 1.317
C -5.620 2.276 1.337
C -6.109 1.073 1.820
C -5.222 0.107 2.276
C -3.854 0.339 2.239
C -1.141 3.530 0.802
C -1.562 4.707 1.428
C -1.423 5.942 0.808
C -0.850 6.024 -0.454
C -0.415 4.870 -1.086
C -0.559 3.637 -0.461
H 0.431 2.679 7.172
H -1.567 1.272 6.757
H -2.373 0.913 4.476
H 0.854 3.281 2.959
H 1.632 3.686 5.253
H -3.881 3.456 0.928
H -6.303 3.033 0.968
H -7.177 0.885 1.834
H -5.594 -0.840 2.650
H -3.174 -0.448 2.550
H -1.996 4.653 2.420
H -1.756 6.841 1.314
H -0.735 6.987 -0.938
H 0.046 4.926 -2.065
H -0.200 2.742 -0.965


No. 9
2
Properties=species:S:1:pos:R:3 method="wB97M-V/def2-TZVPD" s2=0.753 lumo_ev="-6.267 / -8.785" multiplicity=2 gap_ha="0.351 / 0.246" charge=+1 homo_ev="-15.8271 / -15.4806"
Ag 0.425 -1.893 -0.156
I 0.032 -4.188 1.179


No. 10
91
Properties=species:S:1:pos:R:3 method="wB97M-V/def2-TZVPD" lumo_ev=0.224 multiplicity=1 gap_ha=0.253 charge=0 homo_ev=-6.6727
C 3.231 -2.555 -3.644
C 2.627 -1.658 -4.668
H 2.760 -3.548 -3.675
H 3.170 -2.118 -2.640
H 4.293 -2.729 -3.868
C 2.442 -2.118 -5.924
C 2.690 -3.521 -6.388
H 2.113 -1.447 -6.722
H 2.140 -4.255 -5.774
H 3.760 -3.797 -6.422
H 2.294 -3.613 -7.412
La 1.730 0.014 -0.057
Cl 2.928 -0.281 2.245
Cl 3.380 1.800 -1.059
C 0.625 3.092 0.552
O 0.360 1.840 0.594
N -0.258 4.029 0.247
C -1.685 3.729 0.089
C 0.242 5.332 -0.200
H 1.650 3.442 0.709
H -2.077 3.230 0.986
H -1.871 3.095 -0.792
H -2.176 4.700 -0.047
H 1.059 5.660 0.454
H -0.589 6.040 -0.162
H 0.621 5.279 -1.233
H -0.487 -4.902 3.185
H -0.300 -3.908 -0.460
C -1.358 -4.515 2.620
C -1.190 -4.006 0.176
N -0.940 -3.570 1.561
H -2.024 -4.021 3.347
C -0.276 -2.451 1.827
O 0.248 -1.724 0.929
H -1.996 -3.415 -0.293
H -0.204 -2.174 2.900
H -1.890 -5.357 2.161
H -1.486 -5.061 0.215
O 1.436 -0.478 -2.882
C 2.233 -0.279 -4.151
C 0.652 0.222 -6.115
C 1.697 0.629 -5.271
H 0.237 -0.782 -5.960
C 0.195 1.029 -7.184
H 3.140 0.198 -3.758
C 2.282 1.899 -5.521
H -0.599 0.649 -7.835
C 0.772 2.278 -7.413
C 1.840 2.694 -6.596
H 3.142 2.222 -4.908
H 0.453 2.877 -8.264
H 2.356 3.639 -6.824
Si -0.415 -0.559 -3.159
Cl -0.505 -2.552 -3.721
C -1.802 -0.177 -4.478
C -0.330 1.427 -3.129
C -1.206 -0.357 -1.434
H -1.669 0.806 -4.936
H -2.758 -0.150 -3.939
H -1.898 -0.907 -5.291
H -2.303 -0.281 -1.574
H -0.921 0.584 -0.910
H -0.961 -1.203 -0.763
H -0.117 1.684 -4.173
H 0.540 1.700 -2.515
H -1.244 1.904 -2.756
C -4.366 0.912 5.347
C -2.873 1.094 5.352
O -2.294 -0.239 5.250
P -0.671 -0.470 5.024
O -0.345 -1.684 6.060
C -1.133 -2.091 7.212
C -1.292 -1.045 8.279
O -0.068 0.867 5.803
C 1.304 0.829 6.292
C 1.586 2.180 6.878
H -4.694 0.399 4.444
H -4.850 1.888 5.362
H -4.709 0.353 6.217
H -2.565 1.708 4.492
H -2.544 1.579 6.282
H -2.106 -2.447 6.860
H -0.584 -2.951 7.607
H -1.958 -0.237 7.964
H -1.744 -1.527 9.149
H -0.335 -0.623 8.597
H 1.407 0.046 7.062
H 2.013 0.613 5.474
H 0.888 2.455 7.655
H 2.570 2.190 7.323
H 1.561 2.946 6.116


No. 11
16
Properties=species:S:1:pos:R:3 method="wB97M-V/def2-TZVPD" lumo_ev=1.132 multiplicity=1 gap_ha=0.472 charge=0 smiles=CC.CC homo_ev=-11.7073
C 2.110 -1.041 0.001
C 1.616 -1.213 -1.416
H 3.151 -1.329 0.087
H 2.000 -0.021 0.371
H 1.499 -1.609 0.712
H 2.131 -0.548 -2.121
H 1.836 -2.223 -1.784
H 0.558 -1.063 -1.599
C -2.401 1.425 0.242
C -1.332 0.823 1.172
H -2.499 2.496 0.443
H -2.153 1.275 -0.803
H -3.373 0.961 0.382
H -1.743 0.083 1.853
H -0.486 0.394 0.632
H -0.914 1.591 1.828


No. 12
146
Properties=species:S:1:pos:R:3 method="wB97M-V/def2-TZVPD" lumo_ev=-0.601 multiplicity=1 gap_ha=0.150 charge=-1 homo_ev=-4.6806
C 2.180 1.727 1.137
C 1.683 2.752 0.108
C 2.068 2.444 -1.373
C 0.863 2.515 -2.333
C 0.305 1.363 -3.201
P -0.436 -0.272 -2.530
N -1.040 -1.897 -2.035
S 0.441 -1.539 -4.281
C 1.196 -0.655 -1.479
C 2.534 -0.783 -2.224
C -1.255 0.644 -1.095
C -2.198 1.841 -1.369
C -3.529 1.834 -0.629
O -3.842 3.162 -0.167
C -2.029 -0.135 -3.723
Br -1.797 0.476 -5.581
C -3.291 -0.459 -3.507
C -4.411 -0.382 -4.496
Br -3.929 -1.163 -1.843
H 2.337 2.186 2.100
H 3.033 1.146 0.809
H 1.378 1.013 1.300
H 2.098 3.715 0.385
H 0.611 2.848 0.232
H 2.778 3.224 -1.615
H 2.635 1.529 -1.349
H 0.098 3.090 -1.833
H 1.171 3.239 -3.087
H 0.983 1.209 -4.025
H -0.544 1.855 -3.665
H -1.201 -1.990 -1.044
H -0.510 -2.663 -2.419
H 0.968 -0.714 -5.195
H 1.310 0.033 -0.655
H 1.101 -1.620 -0.999
H 2.681 -0.055 -3.011
H 2.755 -1.791 -2.525
H 3.314 -0.549 -1.487
H -0.487 1.032 -0.445
H -1.782 -0.016 -0.429
H -2.333 2.115 -2.408
H -1.749 2.724 -0.918
H -4.296 1.550 -1.339
H -3.507 1.129 0.184
H -4.774 3.301 -0.375
H -4.207 -0.984 -5.369
H -5.336 -0.731 -4.056
H -4.541 0.654 -4.765
C -2.054 -1.816 4.888
C -1.754 -1.398 3.655
C -2.301 -0.118 3.103
O -1.961 0.198 1.984
C -3.209 0.664 3.936
C -3.511 0.238 5.169
C -2.939 -1.030 5.733
O -3.242 -1.344 6.870
O -4.331 0.901 5.983
O -0.957 -2.093 2.842
H -1.659 -2.736 5.294
H -3.611 1.577 3.519
H -4.370 0.376 6.806
H -0.907 -1.574 2.011
C 3.227 -4.828 3.735
C 2.420 -3.757 3.772
C 1.881 -3.218 5.068
O 1.174 -2.232 5.027
C 2.233 -3.909 6.302
C 3.035 -4.979 6.259
C 3.596 -5.500 4.968
O 4.334 -6.469 5.018
O 3.395 -5.655 7.345
O 2.043 -3.107 2.685
H 3.622 -5.223 2.810
H 1.827 -3.524 7.226
H 3.977 -6.375 7.029
H 1.454 -2.382 2.982
C -3.839 -1.779 -10.006
C -4.552 -2.902 -10.133
C -4.391 -4.056 -9.190
O -5.095 -5.038 -9.370
C -3.415 -3.944 -8.128
C -2.688 -2.819 -7.987
C -2.864 -1.651 -8.926
O -2.194 -0.654 -8.762
O -1.800 -2.684 -7.025
O -5.454 -3.083 -11.097
H -3.949 -0.943 -10.682
H -3.301 -4.787 -7.462
H -1.415 -1.784 -7.081
H -5.819 -3.978 -10.948
C 6.017 4.482 5.887
C 5.594 3.838 4.789
C 4.210 4.029 4.241
O 3.910 3.421 3.232
C 3.300 4.922 4.943
C 3.717 5.565 6.038
C 5.108 5.395 6.571
O 5.420 6.029 7.564
O 2.940 6.395 6.728
O 6.339 2.986 4.082
H 7.009 4.367 6.305
H 2.301 5.036 4.545
H 3.489 6.724 7.467
H 5.764 2.685 3.348
C -4.122 5.944 -6.162
C -4.102 4.617 -6.360
C -5.344 3.780 -6.219
O -5.267 2.588 -6.436
C -6.582 4.446 -5.830
C -6.593 5.768 -5.630
C -5.360 6.606 -5.797
O -5.459 7.808 -5.614
O -7.686 6.437 -5.272
O -3.002 3.966 -6.690
H -3.237 6.557 -6.262
H -7.466 3.834 -5.715
H -7.412 7.372 -5.199
H -3.250 3.020 -6.768
C 10.528 0.348 4.965
C 9.686 1.388 4.897
C 9.141 2.044 6.133
O 8.403 3.000 5.986
C 9.519 1.503 7.429
C 10.357 0.460 7.494
C 10.928 -0.177 6.260
O 11.698 -1.109 6.404
O 10.744 -0.081 8.642
O 9.273 1.906 3.751
H 10.929 -0.131 4.083
H 9.106 1.972 8.310
H 11.347 -0.813 8.403
H 8.654 2.631 3.978
C -4.530 -4.772 -0.699
C -5.097 -5.983 -0.711
C -4.804 -7.009 0.344
O -5.373 -8.085 0.276
C -3.854 -6.670 1.392
C -3.282 -5.459 1.406
C -3.596 -4.424 0.364
O -3.049 -3.344 0.457
O -2.408 -5.085 2.332
O -5.957 -6.369 -1.652
H -4.732 -4.023 -1.453
H -3.639 -7.422 2.138
H -2.154 -4.165 2.108
H -6.212 -7.283 -1.422


These records have E_tot values of -23782.72761, -16318.03061, -7627.46436, -8909.86036, -9787.19830, -10927.60211, -21684.58113, -177182.48158, -12091.11461, -98654.16411, -4342.34993, -279031.24888 eV, in the order they appear.